[1]
Density functional theory data (ωB97M-V with the def2-TZVPD basis set) for a cluster of 2 separate species, C4H12 in total in a non-equilibrium geometry.

Geometry as XYZ:
```
16
Properties=species:S:1:pos:R:3
C -0.1073 0.3041 1.5031
C -1.0883 0.3754 2.5634
H 0.2339 1.2513 1.3622
H 0.7757 -0.3129 1.5864
H -0.5463 -0.0420 0.5022
H -1.4446 1.4085 2.8884
H -0.6165 -0.1972 3.4324
H -2.0208 -0.1547 2.3996
C -0.1233 0.1136 -2.1223
C 1.2152 -0.6919 -2.0014
H -0.7889 -0.4671 -1.6581
H -0.1664 0.9403 -1.5253
H -0.1534 0.2921 -3.2094
H 1.5772 -0.8246 -0.9571
H 2.0728 -0.2642 -2.4150
H 1.1810 -1.7306 -2.3492
```

Summary:
Strongest force on any atom ... 0.1065 Eh/bohr
E_HOMO ... -0.4119 Ha
Net charge ... 0
Orbital gap ... 12.37 eV
ΔE to the lowest compared entry with this formula, charge and spin ... 31.9 kcal/mol
SMILES ... CC.CC

[2]
Density functional theory data (ωB97M-V with the def2-TZVPD basis set) for the ion CH3N2O with charge +1 in a non-equilibrium geometry.

Geometry as XYZ:
```
7
Properties=species:S:1:pos:R:3
C -0.8733 -0.0551 -0.0336
O 0.4052 -0.6834 -0.1485
N 1.6230 -0.0224 -0.0376
N 2.6435 0.3709 0.0629
H -1.2035 0.6185 -0.8748
H -1.0490 0.6715 0.9152
H -1.5458 -0.9001 0.1164
```

Summary:
Strongest force on any atom ... 0.1084 Eh/bohr
E_HOMO ... -0.6707 Ha
Net charge ... +1
Orbital gap ... 11.88 eV
ΔE to the lowest compared entry with this formula, charge and spin ... 89.8 kcal/mol
SMILES ... CO[N+]#N

[3]
Density functional theory data (ωB97M-V with the def2-TZVPD basis set) for a structure of composition C3H2FO2V in a non-equilibrium geometry.

Geometry as XYZ:
```
9
Properties=species:S:1:pos:R:3
H 1.7804 1.3131 2.3357
C 0.0470 -0.9602 -0.2261
C -0.6910 0.1422 -0.4470
O -1.3305 0.3428 -1.6691
C -1.1417 1.3172 -2.4474
O 0.7264 -1.1941 0.8566
H 0.1164 -1.6649 -1.0651
F -1.0404 1.0195 0.4900
V 1.5333 -0.3156 2.1725
```

Summary:
Strongest force on any atom ... 0.0559 Eh/bohr
E_HOMO (alpha / beta) ... -0.2761 / -0.3373 Ha
Net charge ... 0
Orbital gap (alpha / beta) ... 7.20 / 8.33 eV
ΔE to the lowest compared entry with this formula, charge and spin ... 15.4 kcal/mol
2S+1 ... 5

[4]
Density functional theory data (ωB97M-V with the def2-TZVPD basis set) for the ion C3H3ClNO with charge +1 in a non-equilibrium geometry.

Geometry as XYZ:
```
9
Properties=species:S:1:pos:R:3
C 0.0451 0.2693 -0.2740
C 0.7593 -0.7516 -0.6365
C -1.3896 0.0834 0.3705
N -1.4364 -1.3247 0.3246
O -2.3227 -1.9282 -0.1599
Cl -2.8810 0.8481 -0.2129
H 0.2714 1.2971 -0.0155
H 1.6547 -1.3163 -0.6928
H -1.1404 0.2385 1.4249
```

Summary:
Strongest force on any atom ... 0.0931 Eh/bohr
E_HOMO (alpha / beta) ... -0.5560 / -0.5796 Ha
Net charge ... +1
Orbital gap (alpha / beta) ... 6.77 / 8.04 eV
ΔE to the lowest compared entry with this formula, charge and spin ... 104.8 kcal/mol